A molecular structure, C22H28KO11S2 in a non-equilibrium geometry. Source: OMol25; level of theory: ωB97M-V with the def2-TZVPD basis set.

Geometry as XYZ:
```
64
Properties=species:S:1:pos:R:3:forces:R:3
H -0.5912 -1.1803 5.1265 0.1173 0.0471 -0.0714
H 0.8487 -0.0401 -2.4456 0.0400 0.0678 0.0690
C -0.7502 -2.0992 -2.0838 -0.2503 -0.4770 -0.0542
C -1.0352 -0.9445 -5.6729 -0.0886 0.0150 -0.1969
H -2.7793 -2.7669 -2.3395 -0.1540 0.0251 -0.1036
C 2.7907 -0.3942 2.8126 0.1996 -0.1875 -0.2743
O -0.6758 -1.5352 3.0920 0.0096 0.2940 -0.0004
O 1.4881 0.1039 2.8063 0.3769 -0.0833 0.0536
H 0.1346 -4.6629 2.0667 -0.0476 0.1610 0.0511
H 1.4538 0.3014 4.8716 -0.0250 -0.0206 -0.0247
H 0.8009 -2.0521 4.4573 -0.0302 -0.0294 -0.0587
C 2.3557 -3.2679 1.1310 0.2896 0.1960 -0.0299
S -0.3739 3.4672 1.7850 -1.0809 1.7926 -0.0233
O -1.6576 2.6276 2.2874 0.0550 0.4305 -1.3153
C 0.0744 -1.2557 4.2516 0.3802 0.1595 0.0558
H -1.5242 -2.8466 1.8964 -0.1228 -0.1586 0.0255
C -0.5529 -1.3716 -3.3539 0.2886 0.4342 -0.3607
H -1.5553 -3.9806 -2.7454 -0.0390 -0.0355 -0.0855
O 0.4189 2.1503 -1.5754 0.0153 0.1078 0.1868
C -1.8157 5.4204 0.6912 0.0582 -0.0799 -0.0431
H -3.5701 6.2608 -2.0633 0.0154 -0.0497 -0.0635
K 0.0559 0.5536 0.6251 1.0099 -2.7794 0.8978
H -3.0169 7.1183 0.1966 -0.0241 0.0946 -0.0250
O 0.6754 2.6270 1.2350 0.9743 0.8746 0.1832
C -0.8842 -2.8770 2.7776 0.2180 -0.4891 -0.1552
C -1.2981 4.1908 0.3003 -0.0363 -0.1209 0.5032
C -2.6213 6.1713 -0.1448 -0.0377 0.0269 -0.0464
C 0.3959 -3.6423 2.4025 -0.1611 0.0759 0.3418
C -1.2328 -1.6943 -4.5299 -0.0082 -0.0830 0.1863
O 1.0334 -2.9168 1.3959 -0.0793 0.1199 -0.0110
H -1.9130 -2.5350 -4.5599 -0.0669 0.0195 0.0298
H 2.8327 -1.4497 3.1294 -0.0574 0.1151 -0.0206
H -1.8811 -3.5829 -1.0460 0.0341 0.0194 -0.0124
O 2.6071 -0.9025 0.3964 -0.2583 0.0716 0.0253
C -2.9304 5.6848 -1.4055 -0.0842 0.0511 0.1215
H -1.5807 -1.1849 -6.5778 0.0222 -0.0348 0.0093
H -1.3957 -3.4159 3.5947 0.0240 0.0347 -0.1357
H -2.6771 4.0266 -2.7641 0.0115 0.0563 -0.0200
C -1.8168 -3.1796 -2.0547 0.1790 0.0964 0.3193
H 2.4221 -4.2709 0.6693 0.0575 0.1447 0.0475
H 3.4342 0.1845 3.5015 -0.0936 -0.0625 -0.1165
O -0.7923 2.5109 3.4399 0.4240 -0.7680 1.8320
C 2.9271 -2.2360 0.1402 -0.1073 -0.5333 -0.0811
H 1.0554 -3.7571 3.2813 -0.0332 0.0250 -0.1394
O -1.5467 2.0954 -3.0018 -0.0303 0.1586 0.5022
C -1.6249 3.7072 -0.9547 0.2085 -0.5426 -0.4288
H -0.0301 0.7281 -6.5529 0.0059 0.0619 -0.0374
O -0.0763 -1.8750 -1.1041 0.0265 0.0618 0.1278
H 3.2021 0.8337 1.1349 0.1963 0.0544 0.0495
H -1.5876 5.7692 1.6917 0.0398 0.0767 0.0575
C 0.7889 0.0811 4.0237 -0.5674 -0.1410 0.3154
H 4.3905 -0.5006 1.3529 -0.0535 0.0842 0.0087
H 2.9463 -3.2954 2.0650 -0.1030 -0.0073 -0.1098
C -0.1629 0.1348 -5.6589 -0.0044 -0.0766 0.0156
C 3.3255 -0.2209 1.3876 0.1657 0.0957 0.4941
C 0.3353 -0.2965 -3.3565 -0.0802 -0.3587 -0.0558
H 4.0213 -2.3762 0.0846 -0.1422 0.0068 -0.0520
H 1.1724 1.3117 -4.4699 0.0765 0.1359 0.0417
C -2.4392 4.4498 -1.7978 -0.0670 0.0484 -0.2008
C 0.5204 0.4549 -4.5000 0.0871 -0.0091 -0.0822
O -1.6044 1.0643 -0.7963 -1.3706 0.6871 -0.9913
H 2.4792 -2.4296 -0.8363 0.1182 -0.0727 0.0214
S -1.0374 2.1254 -1.6315 -0.4900 0.2658 -1.2876
H 0.0446 0.8819 3.9213 0.0701 -0.0934 0.1421
```
Forces are in eV/Å.

Computed properties:
Multiplicity: 1
Total charge: -1
Lowest unoccupied orbital energy: 2.07 eV



5 unconnected molecules or ions with the total composition C7H23NO4. Source: OMol25; level of theory: ωB97M-V with the def2-TZVPD basis set.

Geometry as XYZ:
```
35
Properties=species:S:1:pos:R:3:forces:R:3
C 0.9894 0.3664 -0.2338 0.5556 -0.0766 -0.0834
H -0.4599 1.6371 0.6394 0.0901 -0.0121 0.5718
H -2.1503 1.0327 -0.5638 0.0072 -0.2106 -0.4807
H -2.3956 -2.7520 -2.0014 0.1009 0.2468 0.1655
H -3.0674 0.5209 3.1575 0.1719 -0.0120 0.1566
C 1.3861 -1.9749 -1.2751 -0.0366 0.7097 0.4339
C 2.1165 0.5135 0.7641 -0.0677 -0.5237 -0.2170
H 0.6692 -0.1568 -2.2440 -0.0712 -0.1460 -0.2689
H -3.4070 -2.7201 0.8496 -0.1093 0.0373 0.2630
H 1.0630 -2.2761 -0.2775 -0.0449 0.1981 0.0868
H 2.4739 -0.4950 1.0290 -0.3849 0.0444 0.3460
H 3.4869 2.8111 1.5615 0.4179 -0.1459 0.0652
O -3.5058 -0.3228 3.0332 -0.2600 -0.3264 -0.2471
H -0.1508 1.3279 -4.3589 -0.0177 0.0330 0.3129
H -3.1130 -0.9548 3.6458 0.0607 0.2856 -0.0088
H 1.0743 2.0955 1.7547 0.1385 0.1169 0.1184
H 2.3488 -0.1180 -1.8306 0.0192 0.1633 0.1810
O -1.8691 -2.0975 -1.5204 -0.1419 -0.1251 -0.0162
O -4.1212 -2.2321 0.4288 0.0840 0.0584 -0.2898
H -2.4319 -1.8303 -0.7755 -0.0861 -0.1190 -0.3179
O -1.0594 1.3700 -4.6611 -0.2141 -0.0540 -0.5006
C 3.1507 2.1908 2.3912 -0.9919 -0.0320 0.1043
C 1.8899 1.4049 1.9728 0.4370 0.1738 0.5065
H 3.8934 1.4983 2.7823 0.3572 0.0844 -0.3820
C -0.2108 0.9301 -0.1277 -0.1912 -0.1410 -0.6096
C 1.3689 -0.4295 -1.4593 -0.3556 -0.3396 0.2217
H 1.6118 0.8448 2.8710 -0.3558 -0.2046 -0.2759
H 2.8973 2.8511 3.2234 0.0297 0.0928 -0.0389
H 2.4024 -2.3404 -1.3866 -0.0536 -0.3326 -0.3359
H -1.3260 0.0638 -1.6936 0.0276 -0.0330 0.5270
H 0.6661 -2.4110 -1.9506 0.2003 -0.4073 -0.3122
H 2.9812 0.8448 0.2034 0.3213 0.6357 -0.2604
H -4.2928 -1.4629 0.9847 0.1480 -0.0596 0.2345
N -1.2795 0.8412 -1.0424 -0.0453 0.3780 0.0895
H -1.6288 1.4295 -3.8903 0.2606 0.0429 0.2605
```
Forces are in eV/Å.

Computed properties:
Multiplicity: 1
Lowest unoccupied orbital energy: 0.14 eV



C2H4N2 in the gas phase in a non-equilibrium geometry. Source: OMol25; level of theory: ωB97M-V with the def2-TZVPD basis set.

Geometry as XYZ:
```
8
Properties=species:S:1:pos:R:3:forces:R:3
N -0.9623 0.5382 -0.4746 3.9971 -1.5636 -0.0458
H -1.2718 -1.2530 0.8445 0.2970 -0.5817 -0.2030
C -0.5489 -0.7128 0.2588 -0.2766 3.2511 -0.6192
H 1.7424 -1.0198 0.2196 -2.0247 1.6865 0.3962
H -1.6921 1.1815 -0.2157 0.1040 0.3487 1.0106
N 0.6293 0.9677 -0.2322 -3.3612 -0.8498 0.6018
C 0.7681 -0.3678 0.2376 1.3590 -1.6089 -0.8206
H 1.1096 1.3800 -1.0279 -0.0946 -0.6823 -0.3200
```
Forces are in eV/Å.

Computed properties:
Multiplicity: 1
Lowest unoccupied orbital energy: 1.34 eV



Per-record ΔE to the lowest compared entry with this formula, charge and spin, kJ/mol: 576.7 42.6 373.9
Per-record electronic energy, Eh: -3078.98376 -636.19421 -187.97592
Per-record Kohn-Sham gap, eV: 6.68 7.83 9.70